{
  "formula": "C52H46AsN6O4PtS2Te",
  "method": "wB97M-V/def2-TZVPD",
  "spin_multiplicity": 5,
  "e_tot_ev": -164841.997,
  "e_above_lowest_kcal_mol": 40.7,
  "total_charge": 1,
  "orbital_gap_ha": [0.28093, 0.16859],
  "elements": ["Pt", "N", "C", "C", "C", "C", "C", "C", "S", "O", "O", "N", "C", "N", "C", "C", "C", "N", "H", "H", "H", "H", "H", "H", "H", "H", "H", "O", "S", "O", "N", "C", "C", "C", "C", "C", "C", "C", "C", "N", "C", "C", "C", "C", "C", "C", "C", "H", "H", "H", "H", "H", "H", "H", "H", "H", "H", "H", "C", "C", "C", "C", "C", "C", "Te", "C", "C", "C", "H", "H", "H", "H", "H", "H", "H", "H", "H", "H", "H", "C", "C", "C", "C", "C", "C", "As", "C", "C", "C", "C", "C", "C", "C", "C", "C", "C", "C", "C", "H", "H", "H", "H", "H", "H", "H", "H", "H", "H", "H", "H", "H", "H", "H"],
  "positions_angstrom": [[-0.28753, -0.22675, -0.93526], [-3.44921, 0.26952, -7.15217], [-2.86938, -0.52830, -6.19484], [-1.48176, -0.72918, -6.18551], [-0.89267, -1.47767, -5.18622], [-1.66681, -2.02463, -4.17053], [-3.04528, -1.85153, -4.17726], [-3.63778, -1.10199, -5.17231], [-0.88177, -3.13030, -3.03240], [0.47393, -3.32713, -3.49564], [-1.73574, -4.26581, -2.89076], [-0.77587, -2.29063, -1.57573], [0.10842, -2.89432, -0.73627], [0.24675, -4.22368, -0.64573], [1.18822, -4.68733, 0.15402], [2.01116, -3.86144, 0.91822], [1.78375, -2.49884, 0.79823], [0.86130, -2.02426, -0.02431], [-2.91037, 0.46114, -7.97840], [-4.44160, 0.19973, -7.29296], [-0.87447, -0.32836, -6.98923], [0.16719, -1.68548, -5.19984], [-3.64676, -2.31070, -3.40298], [-4.71210, -0.96078, -5.18311], [1.28712, -5.76752, 0.18106], [2.79163, -4.25069, 1.55554], [2.38810, -1.75526, 1.30643], [0.30740, 2.23542, 2.51158], [-0.39885, 1.04464, 2.12900], [0.35880, -0.20050, 2.22265], [-1.01421, 1.10529, 0.64375], [-1.88732, 2.12212, 0.29572], [-2.39433, 3.08148, 1.15506], [-3.31390, 4.03969, 0.70380], [-3.74873, 4.05646, -0.59163], [-3.24003, 3.11468, -1.50909], [-3.61176, 3.07584, -2.87125], [-3.02435, 2.17135, -3.70681], [-2.04743, 1.30285, -3.19528], [-1.71958, 1.27717, -1.92681], [-2.29424, 2.15808, -1.07002], [-1.75076, 0.80942, 3.25929], [-2.88116, 0.11620, 2.84951], [-3.90070, -0.10173, 3.76500], [-3.77223, 0.35876, 5.06972], [-2.63066, 1.04231, 5.46776], [-1.61235, 1.27791, 4.55632], [-2.05816, 3.10425, 2.18181], [-3.68649, 4.77724, 1.40261], [-4.46928, 4.79039, -0.92836], [-4.35335, 3.77504, -3.23781], [-3.28926, 2.11401, -4.75360], [-1.51583, 0.62638, -3.84622], [-2.95724, -0.23056, 1.82546], [-4.79980, -0.61859, 3.45718], [-4.57537, 0.19320, 5.77625], [-2.53447, 1.39446, 6.48620], [-0.72035, 1.82529, 4.83389], [-0.18653, 0.39201, 9.53802], [-0.25021, -0.23085, 8.17565], [0.75646, -0.01723, 7.23907], [0.72198, -0.59422, 5.97986], [1.85186, -0.32946, 5.02332], [-0.37643, -1.41102, 5.65034], [-0.52009, -2.24976, 3.73249], [-1.39696, -1.66295, 6.58487], [-2.57287, -2.55972, 6.30051], [-1.31211, -1.06148, 7.82863], [0.72103, 0.97901, 9.66047], [-0.20949, -0.38088, 10.30728], [-1.04697, 1.04200, 9.70314], [1.60107, 0.60862, 7.50210], [2.76478, -0.08926, 5.56442], [1.61979, 0.50912, 4.36443], [2.03976, -1.19605, 4.38657], [-2.41163, -3.18165, 5.41874], [-3.47426, -1.96704, 6.13471], [-2.75753, -3.21688, 7.14899], [-2.09297, -1.25698, 8.55536], [4.75546, -1.57219, -6.10564], [4.38002, -0.24489, -5.97216], [3.54053, 0.14626, -4.93816], [3.06938, -0.80193, -4.03747], [3.46686, -2.12932, -4.15500], [4.30595, -2.51283, -5.18968], [1.96205, -0.30892, -2.47887], [3.52395, -0.12225, -1.30827], [4.14024, 1.09205, -1.02529], [5.25478, 1.13872, -0.19954], [5.77340, -0.02796, 0.34250], [5.19425, -1.24757, 0.02438], [4.07977, -1.29375, -0.79774], [1.52772, 1.58717, -2.74300], [1.36830, 2.35534, -1.58091], [0.86958, 3.64659, -1.64629], [0.49642, 4.18296, -2.87154], [0.63468, 3.42678, -4.02388], [1.14324, 2.13506, -3.96100], [5.40171, -1.87300, -6.91969], [4.74271, 0.49470, -6.67462], [3.27220, 1.18902, -4.82764], [3.08778, -2.86979, -3.46632], [4.60300, -3.54896, -5.28357], [3.76426, 2.00989, -1.45639], [5.71806, 2.09228, 0.01822], [6.63245, 0.01587, 0.99901], [5.61396, -2.16568, 0.41704], [3.63889, -2.25039, -1.05566], [1.67858, 1.95990, -0.61961], [0.76322, 4.22907, -0.73950], [0.09571, 5.18720, -2.92390], [0.34347, 3.84142, -4.98110], [1.22625, 1.54747, -4.86539]],
  "forces_ev_per_a": [[-0.010, -0.142, -0.490], [-0.019, 0.148, 0.009], [0.244, -0.046, 0.243], [-0.122, 0.002, -0.090], [0.016, -0.060, 0.079], [0.268, -0.017, 0.196], [0.033, -0.012, 0.183], [-0.075, 0.091, -0.099], [0.216, 0.301, 0.123], [-0.089, 0.079, -0.113], [-0.300, -0.080, 0.071], [0.007, -0.148, -0.262], [0.374, -0.515, 0.247], [-0.100, -0.007, -0.106], [-0.039, 0.128, -0.017], [-0.067, 0.225, 0.085], [0.221, -0.072, 0.129], [-0.816, 0.203, -0.147], [-0.058, -0.018, -0.065], [-0.008, -0.059, -0.047], [-0.010, 0.031, 0.027], [0.126, 0.040, -0.014], [-0.012, -0.026, -0.037], [-0.006, -0.021, 0.048], [0.044, 0.000, 0.058], [-0.010, -0.005, -0.013], [-0.108, -0.060, 0.147], [-0.081, 0.020, 0.102], [-0.176, 0.067, -0.541], [0.162, -0.067, -0.095], [0.665, -0.725, 0.643], [-0.392, 0.621, 0.112], [0.276, -0.310, -0.190], [-0.182, 0.140, -0.100], [-0.048, 0.084, 0.106], [0.254, -0.234, 0.067], [0.045, -0.060, -0.022], [-0.113, 0.166, -0.100], [0.054, -0.052, 0.050], [0.402, -0.447, 0.045], [-0.166, 0.265, 0.144], [0.093, 0.220, -0.076], [-0.017, -0.111, -0.030], [-0.032, -0.044, 0.050], [-0.038, 0.098, -0.050], [-0.057, 0.054, -0.017], [-0.029, 0.163, -0.075], [-0.081, 0.141, -0.022], [0.009, -0.016, 0.019], [0.005, 0.001, -0.009], [-0.009, 0.000, 0.003], [0.058, 0.000, -0.032], [-0.037, -0.144, -0.065], [-0.044, 0.036, -0.001], [-0.002, -0.017, -0.003], [-0.010, 0.021, 0.010], [-0.007, 0.024, -0.015], [-0.039, 0.025, 0.014], [-0.005, -0.026, -0.043], [-0.049, -0.035, -0.051], [-0.050, -0.010, -0.012], [0.117, -0.023, -0.175], [-0.167, 0.027, -0.022], [0.100, -0.171, -0.189], [0.076, 0.084, 0.483], [-0.126, -0.230, -0.068], [0.068, 0.123, 0.058], [0.050, 0.016, 0.026], [-0.012, 0.013, 0.038], [0.010, 0.026, 0.026], [0.005, 0.014, 0.020], [0.017, -0.014, -0.001], [0.016, -0.055, -0.003], [0.017, 0.000, -0.018], [0.131, 0.023, -0.026], [-0.097, -0.084, 0.021], [0.055, -0.086, -0.028], [0.006, -0.051, -0.026], [-0.004, -0.015, 0.011], [0.024, -0.038, 0.026], [0.009, 0.063, -0.034], [-0.020, 0.034, 0.099], [-0.391, -0.002, 0.009], [-0.257, 0.014, -0.087], [0.053, 0.015, 0.001], [0.405, 0.988, -0.167], [-0.035, -0.121, 0.202], [-0.015, 0.011, -0.076], [0.009, -0.040, 0.030], [-0.005, 0.069, -0.010], [0.058, -0.079, 0.044], [-0.104, 0.058, -0.110], [-0.048, -0.026, 0.131], [0.182, 0.069, -0.127], [-0.062, -0.056, 0.011], [-0.049, 0.033, 0.014], [-0.036, 0.020, -0.078], [-0.036, -0.145, 0.050], [0.006, 0.000, 0.007], [0.000, 0.002, 0.008], [0.109, -0.065, -0.045], [-0.064, -0.114, 0.042], [-0.011, -0.005, 0.001], [0.065, -0.021, 0.038], [0.004, 0.000, -0.006], [0.020, -0.026, -0.024], [-0.006, -0.006, -0.016], [0.059, -0.016, 0.042], [-0.123, -0.006, 0.003], [0.005, -0.017, 0.008], [0.017, 0.001, -0.013], [0.000, -0.013, 0.005], [-0.081, 0.018, -0.066]],
  "lowdin_charge": [1.026, 0.116, -0.330, -0.027, -0.075, -0.310, -0.053, -0.030, 0.614, -0.332, -0.279, -0.212, -0.551, 0.147, -0.103, -0.056, -0.197, -0.013, 0.097, 0.098, 0.117, 0.106, 0.124, 0.117, 0.119, 0.103, 0.113, -0.272, 0.559, -0.521, -0.256, -0.281, -0.015, -0.057, -0.034, -0.147, 0.013, -0.022, -0.107, 0.026, -0.167, -0.352, -0.094, -0.055, -0.077, -0.056, -0.063, 0.099, 0.112, 0.116, 0.125, 0.105, 0.088, 0.122, 0.118, 0.116, 0.118, 0.125, -0.028, -0.238, 0.007, -0.302, -0.052, -0.460, 1.585, -0.319, -0.060, -0.010, 0.082, 0.093, 0.090, 0.128, 0.093, 0.075, 0.052, 0.021, 0.073, 0.095, 0.136, -0.078, -0.076, -0.103, -0.350, -0.117, -0.067, 1.356, -0.347, -0.094, -0.068, -0.079, -0.080, -0.142, -0.405, -0.179, -0.067, -0.073, -0.076, -0.129, 0.107, 0.107, 0.085, 0.090, 0.109, 0.094, 0.108, 0.105, 0.108, 0.092, 0.087, 0.115, 0.108, 0.109, 0.095]
}